No. 1
Below is a molecular structure, C25H41BrFeN2P2, with properties calculated with ωB97M-V/def2-TZVPD.

Geometry as ORCA input:
```
! wB97M-V def2-TZVPD RIJCOSX def2/J DEFGRID3
* xyz 2 5
C 3.87 1.40 -2.84
C 2.91 2.31 -2.37
C 2.92 3.62 -2.92
C 3.92 3.93 -3.86
N 4.86 3.07 -4.26
C 4.81 1.83 -3.78
C 2.11 1.84 -1.27
C 2.08 0.79 -0.39
C 2.65 -0.39 0.18
C 2.53 -1.63 -0.48
C 2.45 -2.80 0.27
C 2.50 -2.75 1.68
C 2.89 -1.54 2.30
C 3.06 -0.39 1.54
Fe 0.83 2.06 0.00
P -2.26 -2.46 -0.68
H 2.19 4.39 -2.64
H 3.92 0.38 -2.48
H 3.99 4.92 -4.31
H 5.58 1.14 -4.12
H 3.40 0.56 1.96
H 2.43 -1.63 -1.57
H 3.01 -1.50 3.38
H 2.37 -3.77 -0.24
C -3.54 -2.60 0.54
C -4.93 -2.15 0.06
H -3.25 -2.02 1.43
H -3.58 -3.66 0.83
H -5.67 -2.34 0.85
H -4.96 -1.07 -0.17
H -5.27 -2.70 -0.83
C -1.97 -0.92 -1.52
C -0.77 -0.97 -2.48
H -1.81 -0.13 -0.76
H -2.89 -0.64 -2.06
H -0.69 -0.02 -3.02
H 0.19 -1.09 -1.95
H -0.86 -1.77 -3.24
C -2.23 -3.93 -1.70
C -3.35 -4.02 -2.74
H -2.31 -4.79 -1.01
H -1.24 -4.01 -2.20
H -3.18 -4.91 -3.37
H -4.34 -4.14 -2.28
H -3.38 -3.14 -3.41
Br 1.86 -4.13 2.70
P -0.41 2.80 2.44
C -1.75 2.32 1.21
C -3.18 2.45 1.78
H -1.57 1.28 0.89
H -1.66 3.00 0.35
H -3.91 2.09 1.04
H -3.33 1.86 2.70
H -3.43 3.49 1.99
C -0.34 1.24 3.41
C -0.40 1.50 4.91
H 0.59 0.72 3.16
H -1.17 0.60 3.09
H -0.33 0.56 5.47
H 0.43 2.14 5.23
H -1.33 1.99 5.20
C 1.38 2.83 1.89
C 1.73 3.96 0.92
H 1.56 1.76 1.54
H 2.05 2.89 2.76
H 1.45 3.82 -0.17
H 1.21 4.86 1.26
H 2.81 4.18 0.88
N -0.60 -2.63 0.20
H 0.14 -2.89 -0.47
H -0.51 -3.33 0.96
H -0.27 -1.74 0.59
*
```

HOMO (spin up / spin down)	-10.344 / -12.616	eV
relative energy (zero: lowest compared OMol25 entry of this formula, charge and spin)	0.0	kcal per mole
lowest unoccupied orbital energy (spin up / spin down)	-6.701 / -6.701	eV

The computed Mulliken charges, all in e, follow: atom 1 (C): -0.5159, atom 2 (C): 0.8502, atom 3 (C): -0.4442, atom 4 (C): -0.4281, atom 5 (N): -0.5735, atom 6 (C): -0.3442, atom 7 (C): -0.4057, atom 8 (C): 0.7017, atom 9 (C): 0.3931, atom 10 (C): -0.3404, atom 11 (C): -0.8783, atom 12 (C): 0.0267, atom 13 (C): -0.3791, atom 14 (C): -0.5609, atom 15 (Fe): -0.5703, atom 16 (P): 0.2217, atom 17 (H): 0.4565, atom 18 (H): 0.2166, atom 19 (H): 0.3814, atom 20 (H): 0.3747, atom 21 (H): 0.6084, atom 22 (H): 0.4784, atom 23 (H): 0.5037, atom 24 (H): 0.6048, atom 25 (C): -0.3760, atom 26 (C): -1.1076, atom 27 (H): 0.4765, atom 28 (H): 0.4851, atom 29 (H): 0.4052, atom 30 (H): 0.3224, atom 31 (H): 0.2680, atom 32 (C): 0.2813, atom 33 (C): -1.2683, atom 34 (H): -0.4184, atom 35 (H): 0.6072, atom 36 (H): 0.4155, atom 37 (H): 0.2291, atom 38 (H): 0.3919, atom 39 (C): -0.5710, atom 40 (C): -1.2351, atom 41 (H): 0.5149, atom 42 (H): 0.4579, atom 43 (H): 0.3903, atom 44 (H): 0.3186, atom 45 (H): 0.3453, atom 46 (Br): -0.0798, atom 47 (P): -0.1549, atom 48 (C): 0.4173, atom 49 (C): -1.4042, atom 50 (H): -0.5836, atom 51 (H): 0.5266, atom 52 (H): 0.4035, atom 53 (H): 0.3307, atom 54 (H): 0.3851, atom 55 (C): 0.3645, atom 56 (C): -1.3734, atom 57 (H): -0.0121, atom 58 (H): 0.0746, atom 59 (H): 0.3913, atom 60 (H): 0.3326, atom 61 (H): 0.3721, atom 62 (C): 0.3903, atom 63 (C): -1.3817, atom 64 (H): -0.8497, atom 65 (H): 0.6170, atom 66 (H): 0.5148, atom 67 (H): 0.4363, atom 68 (H): 0.4509, atom 69 (N): -0.1865, atom 70 (H): 0.1899, atom 71 (H): 0.4188, atom 72 (H): 0.0993

***

No. 2
Below is 19 unconnected molecules or ions with the total composition C52H147N5O24, with properties calculated with ωB97M-V/def2-TZVPD.

Geometry as ORCA input:
```
! wB97M-V def2-TZVPD RIJCOSX def2/J DEFGRID3
* xyz 0 1
C -0.99 3.13 -1.76
O -0.62 1.85 -2.18
C 0.40 1.80 -3.15
C 0.66 0.34 -3.42
N 1.48 -0.28 -2.38
C 1.49 -1.73 -2.47
C 2.09 -2.29 -1.17
O 1.17 -2.20 -0.11
C 1.80 -2.38 1.15
H -1.92 3.04 -1.19
H -1.27 3.76 -2.61
H -0.22 3.65 -1.18
H 1.32 2.30 -2.81
H 0.07 2.25 -4.10
H 1.20 0.25 -4.37
H -0.32 -0.17 -3.45
H 1.13 0.05 -1.48
H 2.10 -2.08 -3.30
H 0.48 -2.16 -2.56
H 3.06 -1.83 -1.00
H 2.24 -3.35 -1.42
H 2.49 -1.57 1.40
H 2.24 -3.36 1.30
H 1.01 -2.29 1.91
C 6.87 -1.73 12.09
O 6.62 -2.08 10.76
C 5.57 -3.05 10.60
C 5.39 -3.30 9.12
N 4.35 -4.32 8.99
C 4.17 -4.83 7.64
C 3.62 -3.78 6.70
O 3.26 -4.43 5.50
C 2.70 -3.52 4.58
H 5.99 -1.38 12.64
H 7.62 -0.94 12.01
H 7.31 -2.53 12.69
H 4.69 -2.56 11.02
H 5.90 -3.92 11.18
H 6.35 -3.62 8.70
H 5.04 -2.41 8.60
H 4.49 -5.09 9.63
H 3.46 -5.67 7.64
H 5.08 -5.30 7.23
H 4.38 -3.02 6.50
H 2.81 -3.21 7.18
H 3.35 -2.64 4.47
H 1.68 -3.20 4.78
H 2.73 -3.95 3.58
C 0.06 5.33 5.92
O -0.54 6.35 5.14
C 0.23 6.77 4.05
C 0.01 5.86 2.84
N -1.41 5.80 2.52
C -1.71 4.83 1.49
C -3.19 4.58 1.36
O -3.68 3.99 2.56
C -5.08 4.17 2.69
H -0.10 4.35 5.44
H -0.47 5.31 6.87
H 1.15 5.41 5.98
H 1.30 6.94 4.20
H -0.13 7.76 3.75
H 0.46 4.87 3.02
H 0.50 6.27 1.95
H -1.92 5.57 3.37
H -1.16 3.88 1.52
H -1.43 5.27 0.52
H -3.39 3.90 0.53
H -3.70 5.50 1.03
H -5.44 3.50 3.47
H -5.60 3.95 1.76
H -5.28 5.18 3.05
C -6.41 0.52 3.93
O -5.86 0.71 2.66
C -4.77 1.63 2.66
C -4.25 1.74 1.24
N -3.52 0.52 0.86
C -2.98 0.70 -0.49
C -2.21 -0.53 -0.95
O -3.18 -1.56 -1.13
C -2.62 -2.72 -1.71
H -5.69 0.21 4.70
H -7.22 -0.20 3.87
H -6.82 1.47 4.30
H -3.97 1.26 3.30
H -5.21 2.58 2.99
H -3.62 2.62 1.18
H -5.12 1.85 0.58
H -4.20 -0.23 0.73
H -2.28 1.53 -0.54
H -3.75 0.85 -1.26
H -1.46 -0.85 -0.22
H -1.63 -0.31 -1.86
H -3.46 -3.35 -2.03
H -1.98 -3.24 -1.00
H -2.11 -2.47 -2.65
C -3.33 1.53 -4.08
O -4.64 1.54 -4.59
C -5.61 1.23 -3.59
C -6.98 1.15 -4.24
N -7.20 -0.18 -4.79
C -8.52 -0.30 -5.41
C -8.70 -1.60 -6.17
O -9.72 -1.37 -7.13
C -10.13 -2.58 -7.74
H -3.06 2.49 -3.62
H -2.65 1.41 -4.93
H -3.18 0.80 -3.29
H -5.52 2.02 -2.83
H -5.41 0.27 -3.09
H -6.97 1.96 -4.99
H -7.71 1.28 -3.44
H -6.50 -0.26 -5.53
H -8.64 0.50 -6.14
H -9.28 -0.27 -4.63
H -8.97 -2.42 -5.50
H -7.82 -1.93 -6.72
H -10.93 -2.35 -8.44
H -10.44 -3.32 -7.01
H -9.29 -3.03 -8.29
C 4.82 -0.99 -3.71
O 4.17 0.14 -3.14
H 5.88 -0.81 -3.89
H 4.73 -1.79 -2.96
H 4.39 -1.38 -4.63
H 3.22 -0.06 -3.02
C 1.48 5.79 -1.48
O 0.11 6.04 -1.78
H 2.04 6.70 -1.27
H 1.57 5.23 -0.54
H 1.95 5.21 -2.28
H 0.05 5.70 -2.69
C -2.12 -1.93 -5.40
O -2.73 -2.98 -6.14
H -1.30 -2.26 -4.76
H -1.76 -1.15 -6.08
H -2.94 -1.45 -4.86
H -2.67 -3.82 -5.68
C -3.49 6.98 -1.66
O -2.72 5.80 -1.66
H -3.16 7.77 -2.34
H -4.50 6.76 -2.00
H -3.54 7.37 -0.64
H -1.79 6.01 -1.49
C 5.76 -1.98 1.21
O 5.03 -2.76 2.15
H 5.92 -1.00 1.65
H 6.71 -2.46 1.01
H 5.19 -1.78 0.29
H 4.90 -3.64 1.75
C -0.05 -5.21 1.30
O -0.81 -6.41 1.41
H -0.47 -4.55 2.06
H 1.01 -5.39 1.50
H -0.06 -4.76 0.31
H -1.30 -6.39 2.24
C -2.97 -2.08 3.87
C -1.77 -1.60 3.08
O -1.80 -0.17 2.95
H -3.21 -1.49 4.75
H -2.78 -3.10 4.22
H -3.84 -2.17 3.22
H -1.72 -2.02 2.07
H -0.86 -1.90 3.61
H -2.30 0.04 2.11
C 5.41 1.26 -0.08
C 5.60 2.46 -1.00
O 6.00 2.03 -2.29
H 4.53 0.73 -0.45
H 5.19 1.50 0.97
H 6.21 0.53 -0.13
H 6.34 3.13 -0.57
H 4.62 2.95 -1.04
H 5.28 1.42 -2.54
C 0.94 -6.12 -2.71
C 0.03 -7.18 -3.35
O -1.33 -6.82 -3.12
H 1.97 -6.51 -2.78
H 0.68 -6.04 -1.66
H 0.85 -5.14 -3.16
H 0.22 -8.14 -2.88
H 0.17 -7.19 -4.43
H -1.64 -7.23 -2.31
C 4.82 -0.41 5.02
C 3.83 -0.23 3.90
O 2.53 -0.06 4.41
H 4.93 0.53 5.56
H 5.77 -0.70 4.55
H 4.57 -1.18 5.74
H 3.87 -1.09 3.21
H 4.11 0.59 3.22
H 1.90 0.06 3.68
C 2.77 -1.09 -6.96
C 2.22 -1.18 -8.37
O 1.63 0.04 -8.73
H 3.18 -2.06 -6.65
H 1.94 -0.80 -6.30
H 3.58 -0.38 -6.85
H 1.58 -2.05 -8.48
H 3.06 -1.42 -9.04
H 1.79 0.28 -9.65
C 1.73 1.57 0.38
C 0.47 1.38 1.21
O 0.78 0.56 2.34
H 1.54 2.14 -0.52
H 2.11 0.58 0.14
H 2.53 2.13 0.85
H -0.24 0.81 0.60
H 0.07 2.34 1.55
H -0.12 0.22 2.57
C -1.56 6.67 -5.13
C -0.10 6.32 -5.34
O 0.20 5.19 -4.50
H -1.79 6.83 -4.08
H -2.18 5.84 -5.49
H -1.87 7.54 -5.70
H 0.52 7.18 -5.03
H 0.16 6.06 -6.37
H 0.99 4.74 -4.82
C 6.01 -5.09 -0.65
C 4.81 -5.85 -0.13
O 4.24 -5.20 1.01
H 5.76 -4.08 -0.96
H 6.36 -5.64 -1.53
H 6.81 -5.08 0.08
H 5.05 -6.90 0.03
H 4.03 -5.90 -0.91
H 3.77 -5.87 1.52
*
```

HOMO	-8.680	eV
lowest unoccupied orbital energy	0.223	eV

These are the Mulliken partial charges, in e, on atoms 1 to 99: atom 1 (C): -1.2074, atom 2 (O): 1.6633, atom 3 (C): -1.2987, atom 4 (C): 0.4345, atom 5 (N): 1.9428, atom 6 (C): -0.4607, atom 7 (C): -0.1947, atom 8 (O): 0.8329, atom 9 (C): -0.6565, atom 10 (H): 1.3450, atom 11 (H): 0.2687, atom 12 (H): -0.4892, atom 13 (H): 0.2545, atom 14 (H): 0.4304, atom 15 (H): -0.1855, atom 16 (H): -0.2451, atom 17 (H): -1.3927, atom 18 (H): 0.4425, atom 19 (H): -0.1018, atom 20 (H): -0.8464, atom 21 (H): 0.2407, atom 22 (H): 0.3367, atom 23 (H): 0.1607, atom 24 (H): -0.3380, atom 25 (C): -0.7230, atom 26 (O): -0.2878, atom 27 (C): -0.6131, atom 28 (C): -0.2995, atom 29 (N): -0.2448, atom 30 (C): -0.7338, atom 31 (C): -0.1399, atom 32 (O): -0.4101, atom 33 (C): 0.3647, atom 34 (H): 0.2984, atom 35 (H): 0.2383, atom 36 (H): 0.2824, atom 37 (H): 0.3393, atom 38 (H): 0.3630, atom 39 (H): 0.2455, atom 40 (H): 0.1485, atom 41 (H): 0.2600, atom 42 (H): 0.4217, atom 43 (H): 0.2856, atom 44 (H): -0.0368, atom 45 (H): 0.3336, atom 46 (H): -0.1491, atom 47 (H): 0.3285, atom 48 (H): -0.1933, atom 49 (C): -0.6074, atom 50 (O): -0.3574, atom 51 (C): -0.9200, atom 52 (C): -0.0053, atom 53 (N): -0.3542, atom 54 (C): 1.3844, atom 55 (C): -0.7483, atom 56 (O): -0.4328, atom 57 (C): -1.1443, atom 58 (H): 0.1817, atom 59 (H): 0.2533, atom 60 (H): 0.3227, atom 61 (H): 0.4504, atom 62 (H): 0.3802, atom 63 (H): 0.0653, atom 64 (H): 0.2137, atom 65 (H): 0.4528, atom 66 (H): -1.2228, atom 67 (H): -0.1941, atom 68 (H): 0.9405, atom 69 (H): 0.7110, atom 70 (H): 0.1968, atom 71 (H): 0.3653, atom 72 (H): 0.4448, atom 73 (C): -0.7011, atom 74 (O): -0.4391, atom 75 (C): -0.4585, atom 76 (C): 0.1015, atom 77 (N): 0.3831, atom 78 (C): -0.3569, atom 79 (C): 1.7400, atom 80 (O): -0.6932, atom 81 (C): -0.1280, atom 82 (H): 0.2427, atom 83 (H): 0.2904, atom 84 (H): 0.2741, atom 85 (H): 0.2739, atom 86 (H): 0.6075, atom 87 (H): -1.0601, atom 88 (H): 0.4617, atom 89 (H): 0.3081, atom 90 (H): -1.2207, atom 91 (H): 0.7678, atom 92 (H): -0.6149, atom 93 (H): -0.5841, atom 94 (H): 0.4007, atom 95 (H): 0.0292, atom 96 (H): -0.2219, atom 97 (C): -0.0744, atom 98 (O): -0.4797, atom 99 (C): -0.0972

***

No. 3
Below is 5 unconnected molecules or ions with the total composition C41H75BCl2N4O16PS, with properties calculated with ωB97M-V/def2-TZVPD.

Geometry as ORCA input:
```
! wB97M-V def2-TZVPD RIJCOSX def2/J DEFGRID3
* xyz 1 1
C -5.82 -0.40 -8.30
O -6.82 -0.65 -7.26
C -6.28 -0.27 -5.96
C -7.42 -0.29 -4.82
C -6.78 -0.04 -3.34
C -6.10 1.43 -3.40
C -5.71 2.03 -1.96
C -4.75 1.07 -1.10
N -3.58 0.59 -1.88
C -2.34 0.61 -1.36
N -1.27 0.17 -2.28
B -1.10 -1.31 -2.35
N -2.15 -2.09 -3.14
O -0.04 -2.09 -1.80
C -0.02 0.94 -2.11
P 0.49 1.65 -3.84
C 1.93 0.50 -4.41
O 1.13 3.25 -3.65
O -0.07 2.07 -1.23
C -0.66 1.73 0.07
C 0.46 0.95 0.91
O 0.58 -0.47 0.60
C 1.27 -1.02 1.75
C 0.70 -2.17 2.62
C 1.45 -2.71 3.89
C 2.82 -2.07 4.28
C 3.46 -0.92 3.43
C 2.67 -0.44 2.20
C -0.80 3.19 0.78
Cl 0.25 3.73 2.19
C -1.73 4.19 0.32
C -1.79 5.63 1.06
Cl -2.83 3.93 -1.10
N -1.98 1.08 -0.05
C -2.47 0.30 1.09
C -3.11 1.24 2.27
C -2.38 1.02 3.69
C -2.25 2.38 4.56
S -0.99 2.20 5.92
O -1.28 3.25 6.98
O -1.13 0.86 6.59
O 0.56 2.39 5.27
H -6.29 -0.31 -9.34
H -5.05 -1.25 -8.36
H -5.23 0.58 -8.11
H -5.94 0.83 -6.08
H -5.34 -0.88 -5.68
H -8.06 0.65 -5.02
H -8.06 -1.24 -4.83
H -7.65 -0.05 -2.60
H -6.05 -0.87 -3.04
H -6.77 2.19 -3.94
H -5.12 1.34 -4.00
H -6.64 2.24 -1.31
H -5.24 3.06 -2.16
H -5.38 0.13 -0.85
H -4.51 1.59 -0.12
H -3.71 0.26 -2.84
H -2.54 -1.48 -3.89
H -2.88 -2.37 -2.48
H 0.13 -2.90 -2.34
H 0.90 0.30 -1.80
H 2.63 0.31 -3.51
H 2.51 0.99 -5.27
H 1.45 -0.50 -4.72
H 1.27 3.59 -4.56
H 0.13 0.99 2.02
H 1.44 1.53 0.74
H -0.30 -2.66 2.40
H 1.05 -3.55 4.53
H 3.42 -2.39 5.21
H 4.44 -0.41 3.67
H 3.08 0.40 1.53
H -2.72 6.19 0.67
H -1.82 5.53 2.20
H -0.88 6.21 0.69
H -3.37 -0.34 0.73
H -1.77 -0.44 1.60
H -4.22 0.93 2.44
H -3.15 2.35 1.97
H -1.39 0.47 3.56
H -3.06 0.32 4.31
H -3.25 2.58 5.10
H -2.06 3.31 3.92
H 1.11 2.91 5.90
O 2.17 -0.14 -8.76
C 3.36 0.07 -8.69
O 3.85 0.80 -7.67
C 5.25 0.98 -7.39
C 5.83 2.09 -8.23
C 4.29 -0.39 -9.77
H 5.79 0.03 -7.50
H 5.32 1.25 -6.33
H 5.77 1.88 -9.29
H 6.88 2.25 -7.97
H 5.29 3.02 -8.06
H 4.25 0.32 -10.60
H 3.96 -1.37 -10.11
H 5.32 -0.51 -9.44
O 7.24 -1.35 5.04
C 7.88 -1.06 4.05
O 7.43 -0.13 3.19
C 8.18 0.40 2.09
C 8.08 -0.51 0.88
C 9.15 -1.80 3.73
H 9.21 0.60 2.39
H 7.73 1.37 1.86
H 8.50 -1.49 1.08
H 8.62 -0.07 0.03
H 7.04 -0.65 0.60
H 8.90 -2.75 3.25
H 9.68 -2.00 4.66
H 9.84 -1.25 3.10
O -1.37 -6.65 -3.34
C -0.40 -6.85 -2.64
O 0.67 -6.03 -2.71
C 1.79 -6.08 -1.81
C 2.79 -7.12 -2.26
C -0.34 -8.06 -1.76
H 1.46 -6.22 -0.78
H 2.26 -5.09 -1.85
H 2.36 -8.13 -2.25
H 3.66 -7.12 -1.60
H 3.12 -6.93 -3.28
H -0.04 -8.93 -2.36
H -1.33 -8.23 -1.34
H 0.34 -7.96 -0.91
O -3.18 1.91 14.02
C -2.55 2.18 13.02
O -3.04 3.07 12.14
C -2.31 3.59 11.02
C -2.40 2.64 9.83
C -1.27 1.46 12.70
H -1.28 3.82 11.30
H -2.78 4.54 10.76
H -1.96 1.67 10.06
H -1.89 3.07 8.97
H -3.45 2.46 9.57
H -1.50 0.50 12.25
H -0.72 1.31 13.63
H -0.61 2.02 12.04
*
```

HOMO	-10.594	eV
lowest unoccupied orbital energy	-3.419	eV

These are the Mulliken partial charges, in e, on atoms 1 to 99: atom 1 (C): -0.6057, atom 2 (O): -0.3740, atom 3 (C): -0.1338, atom 4 (C): -0.8393, atom 5 (C): -0.1454, atom 6 (C): -0.5873, atom 7 (C): -0.8719, atom 8 (C): -0.1035, atom 9 (N): 0.8360, atom 10 (C): -1.2857, atom 11 (N): 0.6886, atom 12 (B): 0.4067, atom 13 (N): -0.5896, atom 14 (O): -0.4516, atom 15 (C): -0.1806, atom 16 (P): -0.0507, atom 17 (C): -0.7705, atom 18 (O): -0.4724, atom 19 (O): -0.4163, atom 20 (C): 0.9680, atom 21 (C): -1.8976, atom 22 (O): 0.3760, atom 23 (C): 0.2377, atom 24 (C): -0.2305, atom 25 (C): -0.6534, atom 26 (C): -0.4898, atom 27 (C): -0.6429, atom 28 (C): -0.0136, atom 29 (C): -0.4292, atom 30 (Cl): -0.0743, atom 31 (C): -0.1064, atom 32 (C): -1.0682, atom 33 (Cl): -0.1537, atom 34 (N): 1.4336, atom 35 (C): -0.4227, atom 36 (C): -0.6572, atom 37 (C): -0.4366, atom 38 (C): -0.4652, atom 39 (S): 1.2105, atom 40 (O): -0.6748, atom 41 (O): -0.6197, atom 42 (O): -0.4564, atom 43 (H): 0.2582, atom 44 (H): 0.2520, atom 45 (H): 0.2470, atom 46 (H): 0.2619, atom 47 (H): 0.1552, atom 48 (H): 0.2528, atom 49 (H): 0.3400, atom 50 (H): 0.3081, atom 51 (H): 0.2073, atom 52 (H): 0.4951, atom 53 (H): 0.0690, atom 54 (H): 0.3710, atom 55 (H): 0.1084, atom 56 (H): 0.3418, atom 57 (H): -0.0243, atom 58 (H): 0.2650, atom 59 (H): 0.2374, atom 60 (H): 0.2581, atom 61 (H): 0.1937, atom 62 (H): 0.2461, atom 63 (H): 0.3159, atom 64 (H): 0.1601, atom 65 (H): 0.2479, atom 66 (H): 0.3530, atom 67 (H): 0.3366, atom 68 (H): 0.4647, atom 69 (H): 0.3460, atom 70 (H): 0.3518, atom 71 (H): 0.3643, atom 72 (H): 0.4158, atom 73 (H): 0.2755, atom 74 (H): 0.3584, atom 75 (H): 0.2853, atom 76 (H): 0.3143, atom 77 (H): 0.5217, atom 78 (H): 0.0278, atom 79 (H): 0.4715, atom 80 (H): 0.3772, atom 81 (H): 0.1725, atom 82 (H): 0.3759, atom 83 (H): 0.3874, atom 84 (H): 0.0103, atom 85 (H): 0.3393, atom 86 (O): -0.5666, atom 87 (C): 0.7434, atom 88 (O): -0.3373, atom 89 (C): -0.3577, atom 90 (C): -1.0384, atom 91 (C): -0.9627, atom 92 (H): 0.3647, atom 93 (H): 0.3239, atom 94 (H): 0.2777, atom 95 (H): 0.3674, atom 96 (H): 0.3100, atom 97 (H): 0.2602, atom 98 (H): 0.3000, atom 99 (H): 0.3274

***

Number 1: E_tot -5606.31482 a.u., strongest force on any atom 3.9 eV/Å. Number 2: E_tot -4148.47172 a.u., strongest force on any atom 4.3 eV/Å. Number 3: E_tot -4714.35567 a.u., strongest force on any atom 6.1 eV/Å.